1.
{
  "formula": "C17H58N8O12",
  "method": "wB97M-V/def2-TZVPD",
  "species": ["N", "C", "N", "O", "H", "H", "H", "H", "N", "C", "N", "O", "H", "H", "H", "H", "N", "C", "N", "O", "H", "H", "H", "H", "N", "C", "N", "O", "H", "H", "H", "H", "C", "C", "O", "H", "H", "H", "H", "H", "H", "C", "C", "O", "H", "H", "H", "H", "H", "H", "C", "C", "O", "H", "H", "H", "H", "H", "H", "C", "C", "O", "H", "H", "H", "H", "H", "H", "C", "C", "O", "H", "H", "H", "H", "H", "H", "C", "O", "H", "H", "H", "H", "C", "O", "H", "H", "H", "H", "C", "O", "H", "H", "H", "H"],
  "positions_angstrom": [[-9.077, -19.381, -12.700], [-9.370, -20.585, -12.342], [-9.376, -21.267, -13.423], [-9.558, -21.071, -11.085], [-8.587, -18.863, -11.929], [-8.900, -18.915, -13.690], [-9.562, -22.336, -13.237], [-9.337, -20.841, -14.414], [-5.383, -21.571, -9.434], [-6.663, -21.389, -9.235], [-7.101, -21.087, -10.372], [-7.364, -21.524, -8.047], [-4.914, -21.899, -8.589], [-4.963, -21.491, -10.391], [-8.144, -20.850, -10.450], [-6.438, -20.493, -10.956], [-16.124, -19.536, -9.944], [-14.941, -19.711, -9.438], [-14.637, -20.919, -9.277], [-14.095, -18.662, -9.050], [-16.524, -20.170, -10.710], [-16.410, -18.511, -10.113], [-14.949, -21.486, -10.128], [-13.619, -20.741, -9.277], [-7.209, -19.785, -5.724], [-8.418, -19.220, -5.560], [-8.706, -19.050, -4.305], [-9.245, -19.041, -6.625], [-7.009, -20.139, -6.649], [-6.460, -19.729, -5.097], [-9.668, -18.717, -4.133], [-8.004, -18.999, -3.520], [-8.718, -24.770, -9.016], [-9.893, -23.873, -8.805], [-11.040, -24.677, -8.563], [-8.498, -25.514, -8.243], [-7.756, -24.291, -9.128], [-8.876, -25.275, -9.928], [-10.210, -23.305, -9.703], [-9.775, -23.227, -7.934], [-11.812, -24.065, -8.490], [-9.743, -17.538, -9.696], [-8.340, -18.062, -9.549], [-7.659, -18.115, -10.832], [-10.265, -17.881, -8.816], [-10.246, -17.986, -10.549], [-9.795, -16.420, -9.910], [-8.451, -18.985, -8.973], [-7.787, -17.330, -8.956], [-6.713, -18.253, -10.681], [-12.036, -19.634, -5.050], [-11.694, -18.222, -4.585], [-11.105, -18.047, -3.349], [-11.187, -20.017, -5.607], [-12.860, -19.686, -5.773], [-12.238, -20.380, -4.313], [-12.597, -17.726, -4.743], [-11.036, -17.770, -5.293], [-11.787, -17.974, -2.651], [-12.582, -18.759, -11.837], [-12.337, -18.007, -13.169], [-11.023, -17.485, -13.204], [-11.785, -19.526, -11.768], [-13.501, -19.305, -11.697], [-12.492, -18.158, -10.960], [-13.120, -17.358, -13.629], [-11.963, -18.836, -13.789], [-10.466, -18.259, -13.007], [-12.702, -22.436, -6.373], [-13.550, -23.573, -6.972], [-13.543, -23.384, -8.398], [-13.127, -21.502, -6.783], [-11.711, -22.532, -6.739], [-12.646, -22.458, -5.262], [-14.509, -23.614, -6.514], [-13.197, -24.577, -6.694], [-13.816, -22.469, -8.552], [-11.145, -20.406, -8.611], [-11.919, -20.910, -9.696], [-11.756, -19.798, -7.879], [-10.191, -19.927, -8.787], [-10.964, -21.293, -7.975], [-11.222, -21.173, -10.266], [-12.688, -22.811, -11.863], [-13.430, -23.686, -12.710], [-11.666, -22.942, -12.128], [-12.857, -23.137, -10.884], [-13.002, -21.733, -11.994], [-13.428, -24.601, -12.342], [-13.249, -15.712, -7.399], [-12.674, -16.972, -7.565], [-13.750, -15.624, -8.320], [-12.622, -14.827, -7.165], [-14.050, -15.679, -6.725], [-13.278, -17.561, -8.015]],
  "smiles": "NC(N)=O.NC(N)=O.NC(N)=O.NC(N)=O.CCO.CCO.CCO.CCO.CCO.CO.CO.CO",
  "e_lumo_ev": -0.060
}

2.
{
  "formula": "C17H58O12",
  "method": "wB97M-V/def2-TZVPD",
  "species": ["C", "C", "O", "H", "H", "H", "H", "H", "H", "C", "C", "O", "H", "H", "H", "H", "H", "H", "C", "C", "O", "H", "H", "H", "H", "H", "H", "C", "C", "O", "H", "H", "H", "H", "H", "H", "C", "C", "O", "H", "H", "H", "H", "H", "H", "C", "C", "O", "H", "H", "H", "H", "H", "H", "C", "C", "O", "H", "H", "H", "H", "H", "H", "C", "O", "H", "H", "H", "H", "C", "O", "H", "H", "H", "H", "C", "O", "H", "H", "H", "H", "O", "H", "H", "O", "H", "H"],
  "positions_angstrom": [[-1.367, -4.556, 3.178], [-1.714, -3.098, 2.939], [-2.713, -3.085, 1.924], [-1.240, -5.042, 2.212], [-2.193, -4.988, 3.742], [-0.433, -4.706, 3.721], [-0.848, -2.546, 2.554], [-2.105, -2.613, 3.836], [-2.863, -2.189, 1.563], [1.221, -0.559, -3.682], [2.138, -1.681, -4.163], [2.540, -2.447, -3.026], [1.733, -0.042, -2.861], [0.335, -0.993, -3.217], [0.989, 0.204, -4.425], [3.005, -1.332, -4.729], [1.558, -2.336, -4.818], [2.960, -1.798, -2.438], [-1.557, 3.295, -2.060], [-0.396, 2.588, -2.761], [0.846, 3.071, -2.271], [-2.544, 2.969, -2.387], [-1.448, 4.378, -2.155], [-1.525, 3.124, -0.976], [-0.499, 2.745, -3.835], [-0.488, 1.506, -2.604], [0.733, 3.177, -1.312], [-3.473, -0.932, -1.187], [-3.493, 0.152, -0.122], [-2.958, -0.441, 1.073], [-3.828, -1.862, -0.755], [-2.490, -1.059, -1.645], [-4.070, -0.623, -2.053], [-4.496, 0.541, 0.085], [-2.851, 1.003, -0.386], [-3.094, 0.143, 1.849], [-2.432, 2.925, 2.392], [-3.805, 2.493, 2.811], [-3.674, 1.144, 3.341], [-1.694, 2.880, 3.190], [-2.387, 3.953, 2.016], [-2.060, 2.312, 1.571], [-4.451, 2.453, 1.927], [-4.222, 3.140, 3.586], [-4.555, 0.863, 3.623], [-1.823, -3.924, -1.132], [-0.388, -3.478, -1.316], [0.066, -3.820, -2.646], [-1.882, -5.008, -1.048], [-2.489, -3.577, -1.922], [-2.189, -3.512, -0.185], [0.226, -4.117, -0.673], [-0.219, -2.409, -1.164], [0.897, -3.328, -2.774], [4.211, 3.590, -1.195], [4.377, 2.978, -2.586], [3.383, 2.010, -2.852], [3.321, 4.225, -1.128], [5.052, 4.231, -0.933], [4.017, 2.795, -0.471], [5.338, 2.471, -2.673], [4.368, 3.786, -3.327], [2.493, 2.368, -2.646], [1.232, -4.151, 1.963], [1.978, -4.710, 3.022], [1.826, -4.076, 1.041], [0.313, -4.673, 1.687], [1.053, -3.116, 2.253], [2.287, -5.593, 2.809], [1.520, 2.999, 3.703], [2.593, 3.785, 3.250], [1.645, 2.740, 4.763], [0.566, 3.521, 3.689], [1.389, 2.043, 3.182], [3.427, 3.366, 3.477], [0.319, -0.261, 0.634], [1.421, 0.344, -0.040], [-0.489, -0.457, -0.074], [0.603, -1.212, 1.081], [-0.040, 0.391, 1.434], [1.270, 1.291, -0.134], [0.899, 3.285, 0.679], [1.575, 3.203, 1.371], [0.697, 4.229, 0.650], [3.931, -0.430, -0.969], [3.134, -0.216, -0.449], [4.001, 0.289, -1.615]],
  "smiles": "CCO.CCO.CCO.CCO.CCO.CCO.CCO.CO.CO.CO.O.O",
  "e_lumo_ev": 0.060
}

3.
{
  "formula": "C17H59B2BaN2O24P5",
  "method": "wB97M-V/def2-TZVPD",
  "species": ["Ba", "B", "H", "H", "H", "H", "B", "H", "H", "H", "H", "C", "N", "O", "O", "H", "H", "H", "C", "N", "O", "O", "H", "H", "H", "C", "O", "P", "O", "O", "C", "O", "C", "H", "H", "H", "H", "H", "H", "H", "H", "H", "C", "O", "P", "O", "O", "C", "O", "C", "H", "H", "H", "H", "H", "H", "H", "H", "H", "C", "O", "P", "O", "O", "C", "O", "C", "H", "H", "H", "H", "H", "H", "H", "H", "H", "C", "O", "P", "O", "O", "C", "O", "C", "H", "H", "H", "H", "H", "H", "H", "H", "H", "C", "O", "P", "O", "O", "C", "O", "C", "H", "H", "H", "H", "H", "H", "H", "H", "H"],
  "positions_angstrom": [[-0.159, -2.829, 0.479], [0.879, -0.430, -0.549], [0.088, -0.194, 0.216], [1.309, 0.508, -1.073], [1.627, -1.128, -0.089], [0.344, -0.983, -1.378], [1.890, -4.210, 1.953], [1.560, -3.665, 2.899], [2.157, -3.376, 1.235], [2.732, -4.972, 2.165], [0.947, -4.710, 1.579], [1.527, 0.958, -3.428], [0.440, 0.793, -4.429], [-0.413, 1.657, -4.446], [0.427, -0.200, -5.128], [1.673, -0.033, -3.004], [1.234, 1.653, -2.657], [2.377, 1.282, -4.028], [2.795, 1.675, 0.930], [3.585, 2.462, 1.902], [2.985, 3.210, 2.650], [4.791, 2.351, 1.873], [2.963, 0.609, 1.046], [3.010, 2.022, -0.076], [1.750, 1.885, 1.132], [-0.767, 2.958, -0.986], [0.431, 3.579, -0.554], [1.122, 4.728, -1.407], [0.282, 5.909, -1.672], [1.630, 3.925, -2.677], [2.143, 4.519, -3.866], [2.498, 5.016, -0.643], [2.447, 5.789, 0.559], [-1.591, 3.352, -0.383], [-0.804, 1.880, -0.854], [-0.955, 3.191, -2.038], [1.576, 4.146, -4.721], [3.188, 4.222, -3.947], [1.995, 5.599, -3.854], [2.516, 6.855, 0.340], [3.335, 5.475, 1.110], [1.627, 5.698, 1.274], [3.113, -6.519, -1.619], [2.816, -5.810, -2.809], [2.425, -4.263, -2.724], [1.493, -3.933, -1.643], [1.860, -4.003, -4.201], [1.412, -2.723, -4.581], [3.830, -3.478, -2.718], [3.876, -2.144, -2.177], [2.875, -5.957, -0.713], [4.128, -6.914, -1.622], [2.472, -7.405, -1.552], [1.453, -2.015, -3.743], [0.385, -2.733, -4.946], [2.032, -2.255, -5.349], [2.998, -1.885, -1.585], [4.007, -1.459, -3.015], [4.740, -2.089, -1.517], [-0.905, -3.397, 5.347], [-0.867, -1.977, 5.328], [-0.129, -1.205, 4.169], [-0.417, -1.595, 2.796], [-0.512, 0.316, 4.474], [-0.242, 0.925, 5.729], [1.418, -1.362, 4.524], [2.414, -0.987, 3.558], [-0.651, -3.687, 6.367], [-0.252, -3.919, 4.645], [-1.913, -3.776, 5.158], [-0.539, 0.280, 6.558], [-0.931, 1.763, 5.865], [0.770, 1.311, 5.826], [2.735, 0.026, 3.831], [2.058, -1.158, 2.549], [3.338, -1.512, 3.803], [-4.731, 0.162, -1.708], [-4.779, -1.258, -1.565], [-3.454, -2.143, -1.758], [-2.539, -2.106, -0.616], [-4.045, -3.591, -2.062], [-4.838, -3.794, -3.245], [-2.829, -1.710, -3.166], [-1.852, -0.662, -3.181], [-5.283, 0.557, -2.561], [-3.702, 0.514, -1.750], [-5.214, 0.605, -0.836], [-4.358, -4.575, -3.835], [-4.790, -2.923, -3.901], [-5.851, -4.048, -2.951], [-1.592, -0.175, -2.241], [-2.224, 0.157, -3.804], [-0.943, -1.043, -3.645], [-5.583, 2.659, 3.082], [-4.374, 3.195, 2.571], [-2.971, 2.707, 3.173], [-2.860, 2.991, 4.598], [-2.882, 1.162, 2.774], [-3.001, 0.763, 1.405], [-1.928, 3.429, 2.207], [-0.562, 3.447, 2.612], [-5.439, 2.015, 3.952], [-6.084, 2.133, 2.271], [-6.215, 3.466, 3.456], [-3.868, 0.111, 1.339], [-2.070, 0.289, 1.104], [-3.116, 1.592, 0.701], [-0.299, 4.493, 2.775], [0.080, 3.045, 1.829], [-0.288, 2.891, 3.509]],
  "e_lumo_ev": -0.101
}

4.
{
  "formula": "C17H61F3N26O16",
  "method": "wB97M-V/def2-TZVPD",
  "species": ["O", "H", "H", "H", "C", "O", "O", "C", "F", "F", "F", "C", "C", "H", "H", "H", "H", "H", "H", "C", "O", "N", "N", "H", "H", "H", "H", "C", "O", "N", "N", "H", "H", "H", "H", "C", "O", "N", "N", "H", "H", "H", "H", "C", "O", "N", "N", "H", "H", "H", "H", "C", "O", "N", "N", "H", "H", "H", "H", "C", "O", "N", "N", "H", "H", "H", "H", "C", "O", "N", "N", "H", "H", "H", "H", "C", "O", "N", "N", "H", "H", "H", "H", "C", "O", "N", "N", "H", "H", "H", "H", "C", "O", "N", "N", "H", "H", "H", "H", "C", "O", "N", "N", "H", "H", "H", "H", "C", "O", "N", "N", "H", "H", "H", "H", "C", "O", "N", "N", "H", "H", "H", "H"],
  "positions_angstrom": [[-1.761, 29.570, -24.092], [-2.203, 30.385, -23.757], [-2.408, 29.009, -24.599], [-1.155, 29.082, -23.520], [-4.859, 29.948, -24.203], [-3.957, 30.793, -24.890], [-4.483, 28.680, -24.633], [-4.820, 30.397, -22.717], [-3.724, 31.050, -22.299], [-5.905, 31.195, -22.539], [-4.898, 29.371, -21.856], [-4.344, 31.593, -26.033], [-3.269, 32.653, -26.085], [-3.317, 33.407, -25.295], [-2.275, 32.226, -26.167], [-3.513, 33.339, -26.903], [-5.349, 32.018, -26.007], [-4.259, 30.947, -26.908], [-5.865, 30.203, -24.551], [-7.004, 25.997, -20.957], [-6.406, 25.648, -19.947], [-7.469, 25.179, -21.949], [-7.319, 27.291, -21.254], [-7.358, 24.185, -21.842], [-7.799, 25.607, -22.795], [-6.675, 27.765, -20.635], [-7.812, 27.461, -22.117], [-7.776, 35.421, -25.119], [-8.513, 36.340, -24.808], [-8.013, 34.122, -24.828], [-6.651, 35.575, -25.869], [-7.621, 33.357, -25.356], [-8.604, 33.940, -24.035], [-5.869, 34.956, -25.787], [-6.605, 36.558, -26.096], [-1.596, 36.211, -26.078], [-0.909, 35.266, -26.474], [-2.780, 36.604, -26.635], [-1.304, 36.963, -25.022], [-3.273, 37.391, -26.252], [-3.147, 36.248, -27.504], [-0.469, 36.705, -24.519], [-1.898, 37.667, -24.620], [-8.002, 26.212, -24.793], [-8.644, 26.997, -24.079], [-6.866, 26.518, -25.456], [-8.471, 24.994, -25.094], [-6.629, 25.854, -26.169], [-6.287, 27.315, -25.208], [-8.260, 24.635, -26.011], [-9.149, 24.444, -24.598], [-2.850, 31.051, -30.787], [-2.317, 30.505, -31.743], [-3.804, 32.027, -30.924], [-2.840, 30.666, -29.502], [-3.972, 32.646, -30.147], [-4.124, 32.253, -31.849], [-2.370, 29.768, -29.478], [-3.660, 30.812, -28.944], [-2.969, 24.985, -20.775], [-2.279, 23.993, -20.948], [-3.120, 25.914, -21.763], [-3.625, 25.169, -19.595], [-3.618, 26.769, -21.573], [-2.312, 26.123, -22.324], [-4.208, 25.977, -19.470], [-3.555, 24.423, -18.929], [-6.801, 33.850, -20.908], [-6.832, 34.790, -21.710], [-7.927, 33.504, -20.249], [-5.756, 33.042, -20.704], [-8.683, 34.033, -20.652], [-7.945, 32.834, -19.503], [-5.934, 32.200, -20.186], [-4.910, 33.113, -21.239], [-8.752, 30.584, -25.925], [-7.971, 31.535, -25.909], [-8.774, 29.783, -24.821], [-9.438, 30.011, -26.925], [-7.984, 30.080, -24.269], [-9.084, 28.826, -24.866], [-10.229, 29.454, -26.649], [-9.548, 30.582, -27.752], [-4.142, 35.057, -29.491], [-3.291, 34.312, -29.011], [-3.794, 36.068, -30.308], [-5.449, 34.806, -29.501], [-4.498, 36.494, -30.883], [-2.840, 36.029, -30.629], [-5.779, 33.989, -29.012], [-6.111, 35.514, -29.763], [1.357, 32.454, -26.284], [2.479, 32.014, -26.077], [0.260, 32.395, -25.480], [0.942, 33.109, -27.406], [-0.527, 32.804, -25.943], [0.114, 31.894, -24.616], [0.206, 33.787, -27.289], [1.434, 33.152, -28.281], [-4.634, 36.669, -22.925], [-3.740, 37.315, -23.456], [-4.960, 35.400, -23.315], [-5.478, 37.103, -21.980], [-4.866, 35.165, -24.283], [-5.559, 34.805, -22.762], [-6.045, 36.457, -21.453], [-5.300, 38.026, -21.617], [-4.048, 27.255, -28.044], [-3.870, 27.097, -29.257], [-4.334, 26.186, -27.252], [-3.754, 28.389, -27.427], [-4.532, 26.253, -26.267], [-4.661, 25.415, -27.812], [-3.914, 28.405, -26.424], [-3.195, 29.143, -27.779], [-1.291, 33.047, -22.584], [-0.924, 32.001, -23.174], [-1.698, 33.168, -21.314], [-1.556, 34.173, -23.273], [-1.812, 32.284, -20.842], [-1.922, 34.020, -20.836], [-1.335, 34.145, -24.260], [-1.702, 35.037, -22.784]],
  "e_lumo_ev": -0.529
}

no.,calculated total energy (eV),Kohn-Sham gap (eV)
1,-55053.332,8.611
2,-43137.254,9.213
3,-119202.808,9.393
4,-98283.053,8.273